{
  "formula": "C50H42BrIrN3OP2Se",
  "method": "ωB97M-V/def2-TZVPD",
  "elements": ["Ir", "C", "C", "C", "C", "C", "Br", "N", "C", "H", "H", "H", "H", "H", "H", "O", "C", "C", "C", "C", "C", "C", "P", "C", "C", "C", "C", "C", "C", "C", "C", "C", "C", "C", "C", "C", "C", "C", "C", "C", "C", "P", "C", "C", "C", "C", "C", "C", "C", "C", "C", "C", "C", "C", "H", "H", "H", "H", "H", "H", "H", "H", "H", "H", "H", "H", "H", "H", "H", "H", "H", "H", "H", "H", "H", "H", "H", "H", "H", "H", "H", "H", "C", "N", "C", "Se", "N", "C", "C", "C", "C", "C", "C", "H", "H", "H", "H", "H", "H", "H", "H"],
  "xyz": [[0.42450, 0.40036, 0.21027], [-1.23586, 5.67481, -0.24429], [-0.13423, 4.66217, -0.39259], [1.14970, 5.01942, -0.81654], [2.14829, 4.06562, -0.94592], [1.82083, 2.76268, -0.65129], [3.08156, 1.36542, -0.70796], [0.60889, 2.38454, -0.26397], [-0.35354, 3.32873, -0.12211], [-0.90636, 6.51940, 0.36136], [-2.12309, 5.24451, 0.21916], [-1.51612, 6.07249, -1.22114], [1.37486, 6.05744, -1.03982], [3.15028, 4.32352, -1.26135], [-1.31769, 2.98033, 0.21495], [-1.91100, 0.30920, 2.41183], [-3.16780, 0.53690, 1.92444], [-4.31254, 0.85865, 2.62960], [-5.51394, 0.97675, 1.93995], [-5.58464, 0.79391, 0.56501], [-4.42511, 0.53970, -0.13734], [-3.20163, 0.43387, 0.54360], [-1.75980, 0.03921, -0.43225], [-1.69561, 1.05694, -1.88685], [-0.78368, 0.70552, -2.89731], [-0.66168, 1.49723, -4.02794], [-1.44089, 2.64280, -4.15285], [-2.31872, 3.01450, -3.13889], [-2.43757, 2.23767, -1.99730], [-2.03505, -1.67191, -0.91044], [-1.82798, -2.69498, 0.01783], [-2.18973, -3.99436, -0.29571], [-2.76282, -4.27952, -1.53424], [-2.98455, -3.26292, -2.45469], [-2.62328, -1.95282, -2.14882], [-1.49253, 0.03204, 3.68617], [-2.27094, -0.15386, 4.81328], [-1.64527, -0.35907, 6.03788], [-0.26321, -0.39234, 6.15190], [0.50502, -0.24566, 5.01599], [-0.11421, -0.04736, 3.77202], [1.04420, 0.17356, 2.42796], [1.83731, 1.73820, 2.73111], [0.98736, 2.85535, 2.70337], [1.49287, 4.11328, 2.96362], [2.84931, 4.26926, 3.24805], [3.69437, 3.16888, 3.27979], [3.19870, 1.89941, 3.01876], [2.16146, -1.20940, 2.48414], [3.46684, -1.14688, 1.96668], [4.30280, -2.24556, 2.06268], [3.83459, -3.43037, 2.61922], [2.52346, -3.52451, 3.07674], [1.68607, -2.42315, 3.01044], [-4.30471, 1.05488, 3.68681], [-6.40964, 1.21482, 2.49894], [-6.53023, 0.86924, 0.04612], [-4.46987, 0.42476, -1.21439], [-0.16757, -0.18304, -2.79463], [0.02921, 1.22547, -4.81558], [-1.36099, 3.25389, -5.04353], [-2.91752, 3.91064, -3.24291], [-3.11348, 2.54173, -1.20782], [-1.41230, -2.47649, 0.99542], [-2.04860, -4.78660, 0.42833], [-3.05695, -5.29434, -1.77113], [-3.46235, -3.48130, -3.40243], [-2.81878, -1.16135, -2.86326], [-3.34470, -0.16742, 4.78124], [-2.26230, -0.48877, 6.91749], [0.20923, -0.54492, 7.11226], [1.58528, -0.30112, 5.09002], [-0.07569, 2.72896, 2.51973], [0.83498, 4.97325, 2.97134], [3.24196, 5.25320, 3.47200], [4.74073, 3.29634, 3.52516], [3.86113, 1.05014, 3.09488], [3.83249, -0.24072, 1.50673], [5.32715, -2.17823, 1.71733], [4.49434, -4.28506, 2.70218], [2.16386, -4.45026, 3.50668], [0.67632, -2.49639, 3.39305], [3.95497, -2.64110, -2.45765], [2.54128, -2.75897, -2.86074], [1.44707, -2.44521, -2.11230], [1.47781, -1.93156, -0.35442], [0.35233, -2.71354, -2.87343], [0.72649, -3.20144, -4.08713], [-0.01285, -3.63020, -5.19805], [0.72121, -4.05184, -6.27112], [2.15756, -4.07029, -6.26334], [2.88702, -3.66010, -5.18375], [2.14080, -3.21769, -4.08104], [3.99875, -2.34236, -1.41542], [4.44458, -1.90146, -3.08756], [4.43506, -3.60940, -2.57899], [-0.60155, -2.65539, -2.51834], [-1.09416, -3.63473, -5.20612], [0.20968, -4.39038, -7.16302], [2.67244, -4.43217, -7.14417], [3.96824, -3.69304, -5.17958]],
  "atomic_forces_ev_per_a": [[1.3, -1.2, -2.2], [0.1, -0.1, 0.0], [-0.1, 0.1, 0.0], [0.0, 0.1, 0.0], [0.0, 0.1, -0.1], [0.0, 0.2, 0.0], [0.0, -0.1, 0.1], [-1.1, 0.7, 0.9], [0.3, -0.1, -0.1], [0.0, 0.0, 0.0], [0.0, 0.0, 0.0], [0.0, 0.0, 0.0], [0.0, 0.0, 0.0], [0.0, 0.0, 0.0], [0.0, 0.0, 0.1], [-0.1, 0.1, 0.1], [0.2, -0.1, 0.3], [-0.2, 0.1, 0.0], [0.0, 0.0, 0.1], [0.0, 0.0, 0.0], [0.1, 0.0, 0.0], [-0.4, 0.2, -0.7], [0.0, -0.3, 1.1], [0.0, 0.1, -0.3], [0.0, 0.1, 0.1], [0.0, 0.1, 0.0], [0.0, 0.0, 0.0], [0.0, 0.0, 0.0], [0.0, -0.1, -0.2], [0.0, -0.1, -0.3], [-0.1, 0.0, 0.0], [0.0, -0.1, -0.1], [0.0, 0.0, 0.0], [0.0, 0.0, 0.0], [-0.1, -0.1, 0.1], [-0.2, 0.2, -0.1], [0.0, -0.1, 0.2], [-0.1, 0.0, 0.0], [0.1, 0.0, 0.0], [-0.1, -0.1, -0.1], [0.5, -0.1, 0.3], [-0.5, 0.2, 0.0], [0.3, 0.2, -0.2], [0.1, 0.0, 0.2], [0.0, 0.0, 0.0], [0.0, 0.0, 0.0], [0.0, 0.0, 0.0], [-0.2, 0.1, 0.1], [0.2, -0.3, 0.1], [-0.1, 0.0, 0.2], [0.0, -0.1, 0.0], [0.0, 0.0, 0.0], [0.0, 0.0, -0.1], [0.1, 0.1, -0.1], [0.0, 0.0, 0.1], [0.0, 0.0, 0.0], [0.0, 0.0, 0.0], [0.0, 0.0, 0.0], [-0.1, 0.0, -0.1], [0.0, 0.0, 0.0], [0.0, 0.0, 0.0], [0.0, 0.0, 0.0], [-0.1, -0.1, -0.1], [0.0, 0.0, 0.0], [0.0, 0.0, 0.0], [0.0, 0.0, 0.0], [0.0, 0.0, 0.0], [0.0, 0.0, 0.0], [-0.1, 0.0, -0.1], [0.0, 0.0, 0.0], [0.0, 0.0, 0.0], [0.0, 0.0, 0.0], [0.0, 0.0, 0.0], [0.0, 0.0, 0.0], [0.0, 0.0, 0.0], [0.0, 0.0, 0.0], [0.0, 0.0, 0.0], [0.0, 0.0, 0.0], [0.0, 0.0, 0.0], [0.0, 0.0, 0.0], [0.0, 0.0, 0.0], [0.0, 0.0, 0.0], [-0.2, 0.0, -0.1], [0.2, 0.0, 0.3], [-0.5, -0.1, -0.6], [0.1, 0.2, 0.7], [0.1, 0.0, 0.2], [-0.1, 0.0, -0.2], [0.0, 0.0, 0.2], [0.2, -0.1, -0.1], [-0.2, 0.0, -0.1], [0.0, 0.0, 0.1], [0.1, -0.1, 0.0], [0.0, 0.0, 0.0], [0.0, 0.0, 0.0], [0.0, 0.0, 0.0], [0.0, 0.0, -0.1], [0.0, 0.0, 0.0], [0.0, 0.0, 0.0], [0.0, 0.0, 0.0], [0.0, 0.0, 0.0]],
  "multiplicity": 2,
  "total_energy_ha": -7931.2020,
  "s_squared": 0.7875,
  "lumo_ev": [-12.147, -13.632],
  "max_force_ev_per_a": 2.818,
  "charge": 4,
  "e_homo_ev": [-17.7, -17.7]
}

---

{
  "formula": "C4H14N2O2",
  "method": "ωB97M-V/def2-TZVPD",
  "elements": ["C", "C", "C", "N", "C", "N", "H", "H", "H", "H", "H", "H", "H", "H", "H", "H", "H", "H", "O", "H", "H", "O"],
  "xyz": [[-1.91629, -2.10754, 2.10312], [-1.78738, -1.10037, 0.95131], [-0.86866, -1.59270, -0.15783], [0.49986, -1.71207, 0.34771], [1.48450, -2.49774, -0.21070], [2.67299, -2.08355, -0.25050], [-1.39074, -3.04500, 1.91265], [-1.40627, -1.71466, 2.98088], [-2.92677, -2.33626, 2.44579], [-1.35388, -0.20229, 1.37930], [-2.75315, -0.78584, 0.55020], [-1.26989, -2.51547, -0.58248], [-0.87313, -0.85701, -0.92269], [0.77884, -0.80555, 0.68833], [1.14976, -3.54256, -0.27542], [3.38009, -2.78369, -0.40397], [2.59862, 4.17471, 0.09877], [3.40654, 4.00549, 1.33372], [3.22770, 4.66073, 0.64856], [-0.09371, 5.74492, -4.36346], [-1.62474, 5.31340, -4.36967], [-0.93427, 5.78305, -3.90364]],
  "atomic_forces_ev_per_a": [[0.3, -0.1, 0.6], [-0.1, -0.4, 0.4], [-0.1, -0.3, 0.6], [-1.0, 0.0, -0.2], [-0.5, -0.3, 1.5], [0.5, 0.7, 0.0], [-0.2, 0.0, -0.3], [0.0, 0.1, 0.1], [-0.1, 0.1, -0.4], [0.1, 0.4, -0.1], [0.0, -0.2, -0.1], [0.4, -0.2, 0.1], [-0.1, 0.7, -1.1], [0.7, 0.0, -0.1], [0.1, 0.1, -0.7], [-0.1, -0.4, -0.3], [0.1, 0.3, -0.1], [0.2, 0.2, 0.1], [-0.3, -0.6, 0.0], [-0.3, -0.3, -0.4], [0.3, -0.2, -0.4], [0.0, 0.4, 0.8]],
  "total_energy_ha": -420.7609,
  "e_above_lowest_ev": 1.2040,
  "lumo_ev": 0.646,
  "max_force_ev_per_a": 1.624,
  "e_homo_ev": -9.1
}

---

Copy entry 2 word for word.
{
  "formula": "C4H14N2O2",
  "method": "ωB97M-V/def2-TZVPD",
  "elements": ["C", "C", "C", "N", "C", "N", "H", "H", "H", "H", "H", "H", "H", "H", "H", "H", "H", "H", "O", "H", "H", "O"],
  "xyz": [[-1.91629, -2.10754, 2.10312], [-1.78738, -1.10037, 0.95131], [-0.86866, -1.59270, -0.15783], [0.49986, -1.71207, 0.34771], [1.48450, -2.49774, -0.21070], [2.67299, -2.08355, -0.25050], [-1.39074, -3.04500, 1.91265], [-1.40627, -1.71466, 2.98088], [-2.92677, -2.33626, 2.44579], [-1.35388, -0.20229, 1.37930], [-2.75315, -0.78584, 0.55020], [-1.26989, -2.51547, -0.58248], [-0.87313, -0.85701, -0.92269], [0.77884, -0.80555, 0.68833], [1.14976, -3.54256, -0.27542], [3.38009, -2.78369, -0.40397], [2.59862, 4.17471, 0.09877], [3.40654, 4.00549, 1.33372], [3.22770, 4.66073, 0.64856], [-0.09371, 5.74492, -4.36346], [-1.62474, 5.31340, -4.36967], [-0.93427, 5.78305, -3.90364]],
  "atomic_forces_ev_per_a": [[0.3, -0.1, 0.6], [-0.1, -0.4, 0.4], [-0.1, -0.3, 0.6], [-1.0, 0.0, -0.2], [-0.5, -0.3, 1.5], [0.5, 0.7, 0.0], [-0.2, 0.0, -0.3], [0.0, 0.1, 0.1], [-0.1, 0.1, -0.4], [0.1, 0.4, -0.1], [0.0, -0.2, -0.1], [0.4, -0.2, 0.1], [-0.1, 0.7, -1.1], [0.7, 0.0, -0.1], [0.1, 0.1, -0.7], [-0.1, -0.4, -0.3], [0.1, 0.3, -0.1], [0.2, 0.2, 0.1], [-0.3, -0.6, 0.0], [-0.3, -0.3, -0.4], [0.3, -0.2, -0.4], [0.0, 0.4, 0.8]],
  "total_energy_ha": -420.7609,
  "e_above_lowest_ev": 1.2040,
  "lumo_ev": 0.646,
  "max_force_ev_per_a": 1.624,
  "e_homo_ev": -9.1
}

---

Number 2 is which compound? C4H14N2O2